Entry 1:
ORCA calculation (wB97M-V/def2-TZVPD) on a structure of composition C38H44BGeN3O3OsP.

Positions of all 92 atoms, in Å:
1 Os 0.584 0.896 -0.803
2 O 0.998 -1.692 1.891
3 C 0.574 -1.233 0.825
4 N -0.133 -0.081 0.694
5 C -0.536 0.697 1.875
6 C -0.641 2.153 1.500
7 C -1.221 3.078 2.348
8 C -1.317 4.399 1.942
9 C -0.845 4.757 0.686
10 C -0.279 3.790 -0.115
11 N -0.164 2.511 0.287
12 C 0.785 -1.925 -0.483
13 C 0.706 -3.290 -0.627
14 C 0.774 -3.811 -1.918
15 C 0.924 -2.945 -2.985
16 C 0.993 -1.578 -2.748
17 N 0.926 -1.074 -1.517
18 H 0.151 0.535 2.709
19 H -1.521 0.338 2.186
20 H -1.600 2.763 3.311
21 H -1.766 5.138 2.592
22 H -0.921 5.772 0.325
23 H 0.078 4.008 -1.111
24 H 0.575 -3.928 0.236
25 H 0.700 -4.878 -2.080
26 H 0.972 -3.311 -4.001
27 H 1.101 -0.869 -3.558
28 Ge 2.513 -2.722 2.735
29 C 2.238 -2.591 4.616
30 C 2.437 -1.434 5.371
31 C 2.192 -1.449 6.733
32 C 1.743 -2.617 7.343
33 C 1.536 -3.767 6.596
34 C 1.770 -3.754 5.228
35 C 3.902 -2.000 1.610
36 C 4.207 -2.681 0.433
37 C 5.253 -2.254 -0.373
38 C 5.998 -1.138 -0.009
39 C 5.700 -0.452 1.163
40 C 4.650 -0.879 1.965
41 H 2.077 -4.113 2.253
42 H 2.808 -0.526 4.909
43 H 2.359 -0.560 7.326
44 H 1.561 -2.630 8.409
45 H 1.189 -4.671 7.077
46 H 1.611 -4.659 4.653
47 H 3.664 -3.582 0.167
48 H 5.512 -2.810 -1.265
49 H 6.831 -0.823 -0.623
50 H 6.307 0.392 1.465
51 H 4.456 -0.363 2.899
52 C 3.685 0.656 -2.430
53 P 2.721 1.789 -1.403
54 C 3.660 1.955 0.132
55 C 2.640 3.381 -2.210
56 C 2.540 3.441 -3.603
57 C 2.534 4.670 -4.239
58 C 2.614 5.838 -3.492
59 C 2.700 5.783 -2.104
60 C 2.706 4.560 -1.458
61 H 3.262 0.547 -3.427
62 H 3.719 -0.318 -1.939
63 H 4.698 1.052 -2.524
64 H 4.647 2.361 -0.095
65 H 3.781 0.967 0.581
66 H 3.152 2.615 0.834
67 H 2.479 2.538 -4.198
68 H 2.478 4.718 -5.318
69 H 2.622 6.797 -3.992
70 H 2.778 6.696 -1.529
71 H 2.789 4.532 -0.379
72 C -2.280 3.496 -4.160
73 C -1.539 2.176 -4.186
74 C -0.666 2.077 -5.419
75 O -0.598 2.224 -3.005
76 B -0.868 1.115 -2.302
77 O -1.829 0.280 -2.683
78 C -2.444 0.896 -3.899
79 C -2.386 -0.167 -4.978
80 C -3.882 1.207 -3.539
81 H -1.569 4.311 -4.291
82 H -2.819 3.648 -3.227
83 H -2.996 3.542 -4.981
84 H -0.056 2.976 -5.500
85 H -1.278 2.005 -6.318
86 H -0.007 1.209 -5.389
87 H -1.367 -0.470 -5.213
88 H -2.857 0.190 -5.894
89 H -2.940 -1.042 -4.640
90 H -3.958 1.897 -2.700
91 H -4.386 0.281 -3.267
92 H -4.409 1.638 -4.390

Values from the calculation:
Multiplicity: 1
Net charge: +3

Atomic partial charges in e from the Mulliken method, atoms 1 to 5: Os 1.6884; O -0.6197; C -0.8051; N -0.1394; C -0.7535

---

Entry 2:
ORCA calculation (wB97M-V/def2-TZVPD) on a structure of composition C38H44LiO18S.

Positions of all 102 atoms, in Å:
1 Li 1.851 2.993 -1.441
2 S 0.131 0.334 -0.599
3 O 0.905 1.517 -1.053
4 O -1.167 0.771 -0.325
5 O 0.238 -0.688 -1.585
6 O 0.791 -0.185 0.610
7 C -0.253 -4.000 -1.825
8 O -0.971 -2.913 -2.426
9 H 0.650 -3.971 -2.042
10 H -0.368 -5.146 -2.225
11 H -0.476 -3.935 -0.780
12 H -0.756 -2.174 -2.076
13 C 4.453 3.376 0.003
14 O 3.787 2.226 -0.571
15 H 5.405 3.036 0.496
16 H 3.973 3.954 0.852
17 H 4.512 4.260 -0.677
18 H 3.646 1.448 0.094
19 C -4.474 1.281 -4.722
20 C -4.159 1.233 -6.066
21 C -2.826 0.751 -6.414
22 C -1.907 0.277 -5.485
23 C -2.292 0.397 -4.132
24 C -3.546 0.865 -3.692
25 O -3.846 0.801 -2.355
26 O -2.418 0.799 -7.676
27 H -5.487 1.515 -4.401
28 H -4.770 1.425 -6.713
29 H -0.871 -0.070 -5.459
30 H -1.560 0.226 -3.213
31 H -3.274 0.509 -1.693
32 H -1.783 0.267 -7.957
33 C -3.970 5.241 1.666
34 C -3.466 4.760 0.516
35 C -2.513 3.670 0.584
36 C -2.148 3.128 1.813
37 C -2.669 3.806 2.965
38 C -3.515 4.888 2.929
39 O -3.920 5.554 3.962
40 O -2.057 3.223 -0.613
41 H -4.777 6.041 1.399
42 H -3.695 5.143 -0.476
43 H -1.303 2.424 1.918
44 H -2.676 3.322 3.879
45 H -3.433 5.197 4.619
46 H -1.769 2.270 -0.517
47 C -3.152 -2.055 0.244
48 C -3.695 -3.377 0.270
49 C -4.817 -3.793 1.070
50 C -5.198 -2.756 2.017
51 C -4.688 -1.528 2.137
52 C -3.617 -1.147 1.250
53 O -3.184 0.209 1.203
54 O -5.474 -4.941 0.897
55 H -2.324 -1.821 -0.293
56 H -3.276 -4.155 -0.492
57 H -6.039 -3.058 2.628
58 H -4.915 -0.714 2.968
59 H -2.426 0.350 0.757
60 H -6.303 -4.913 1.389
61 C 5.550 -1.799 -3.405
62 C 4.299 -1.588 -3.913
63 C 3.194 -1.395 -2.997
64 C 3.316 -1.701 -1.628
65 C 4.651 -2.065 -1.146
66 C 5.657 -2.099 -1.993
67 O 6.884 -2.383 -1.580
68 O 1.985 -1.082 -3.379
69 H 6.184 -2.236 -4.328
70 H 4.109 -1.379 -5.033
71 H 2.525 -1.666 -1.039
72 H 5.005 -1.976 -0.237
73 H 7.561 -1.645 -1.858
74 H 1.231 -1.012 -2.744
75 C 0.756 -5.665 2.970
76 C 0.066 -4.652 2.379
77 C 0.709 -3.373 2.335
78 C 1.989 -3.187 3.115
79 C 2.603 -4.279 3.682
80 C 1.994 -5.562 3.652
81 O 2.567 -6.548 4.217
82 O 0.087 -2.454 1.659
83 H 0.268 -6.548 3.059
84 H -0.969 -4.974 1.854
85 H 2.325 -2.215 3.135
86 H 3.424 -3.941 4.177
87 H 3.555 -6.494 4.369
88 H 0.433 -1.561 1.430
89 C 1.679 4.386 2.324
90 C 1.656 3.096 1.816
91 C 2.653 2.189 2.353
92 C 3.569 2.651 3.417
93 C 3.587 3.938 3.809
94 C 2.746 4.791 3.203
95 O 2.826 6.219 3.372
96 O 2.777 0.866 1.992
97 H 1.008 5.240 1.850
98 H 0.840 2.574 1.105
99 H 4.150 1.833 4.047
100 H 4.420 4.384 4.358
101 H 1.928 6.440 3.089
102 H 2.109 0.708 1.398

Values from the calculation:
Multiplicity: 1
Net charge: -1

Atomic partial charges in e from the Mulliken method, atoms 1 to 5: Li 0.7353; S -1.1863; O -0.3028; O 0.1905; O 0.9152

---

Looking at HOMO for the records above, in order, we have -15.97 -4.71 eV.
Looking at max |F| for the records above, in order, we have 1.593 12.373 eV/Å.